Below is C5H10NP in the gas phase in a non-equilibrium geometry, with properties calculated with ωB97M-V/def2-TZVPD.

For the frontier orbital gap (alpha / beta), the calculation gives 8.05 / 8.10 eV. As for the HOMO energy (alpha / beta): -7.04 / -9.22 eV. The value obtained for the LUMO energy (alpha / beta) is 1.00 / -1.12 eV. As for the expectation value of S²: 2.0405. The relative energy (zero: lowest compared OMol25 entry of this formula, charge and spin) comes out at 167.3 kJ/mol.

The geometry in ORCA input format:
```
! wB97M-V def2-TZVPD RIJCOSX def2/J DEFGRID3
* xyz 0 3
C -0.34773 -0.58741 1.56464
C 0.01002 -1.28570 0.45333
C -0.39433 0.88240 1.79540
C 0.39519 -0.61249 -0.71102
C 1.15077 -1.31721 -1.82437
N -0.07720 1.58248 0.56613
P -1.18340 2.39817 -0.33582
H -0.60541 -1.03574 2.49544
H -0.14948 -2.35931 0.31651
H -1.45274 1.19557 1.95209
H 0.08580 1.18898 2.68629
H 0.43370 0.52615 -0.46663
H 0.97366 -0.83192 -2.77719
H 0.94262 -2.41734 -1.80499
H 2.28041 -1.27610 -1.52006
H -1.90419 1.19040 -1.05999
H -0.15768 2.75906 -1.32978
*
```

Results of the Mulliken charge analysis, in e, for atoms 1 through 2: -0.68 0.02


Below is a gas-phase ion, C5H10NS (charge +1) in a non-equilibrium geometry, with properties calculated with ωB97M-V/def2-TZVPD.

For the frontier orbital gap (alpha / beta), the calculation gives 9.42 / 9.42 eV. As for the HOMO energy (alpha / beta): -14.01 / -14.01 eV. The value obtained for the LUMO energy (alpha / beta) is -4.59 / -4.59 eV. The relative energy (zero: lowest compared OMol25 entry of this formula, charge and spin) comes out at 361.5 kJ/mol.

The geometry in ORCA input format:
```
! wB97M-V def2-TZVPD RIJCOSX def2/J DEFGRID3
* xyz 1 1
C -0.01446 -1.09402 0.98383
C -0.81411 -1.18584 1.99153
C 0.63854 1.07376 -0.53234
C 1.73311 0.51851 0.46095
C -1.09424 -0.20838 -1.70641
N -0.62153 0.38032 -0.45488
S 1.56255 -1.29096 0.56992
H -0.56803 -1.82051 2.75583
H -1.95732 -1.09463 1.90028
H 0.47883 2.04924 -0.22302
H 1.15884 1.12865 -1.49862
H 2.63148 0.98233 0.13147
H 1.63064 0.76594 1.61024
H -1.56615 0.47425 -2.36915
H -0.10951 -0.63287 -2.09645
H -1.79957 -0.99921 -1.60826
H -1.28907 0.95341 0.08510
*
```

Results of the Mulliken charge analysis, in e, for atoms 1 through 2: 0.40 -0.53


Below is 2 unconnected molecules or ions with the total composition C5H10NS in a non-equilibrium geometry, with properties calculated with ωB97M-V/def2-TZVPD.

For the frontier orbital gap, the calculation gives 8.25 eV. As for the HOMO energy: -13.50 eV. The value obtained for the LUMO energy is -5.25 eV. The relative energy (zero: lowest compared OMol25 entry of this formula, charge and spin) comes out at 390.9 kJ/mol.

The geometry in ORCA input format:
```
! wB97M-V def2-TZVPD RIJCOSX def2/J DEFGRID3
* xyz 1 1
C -0.83179 0.25105 0.69882
C -1.24191 1.47164 0.78726
C -0.72155 -0.99525 0.52037
C 1.67369 0.19239 -0.58802
C -1.56457 -1.95292 -0.42246
N 1.72986 1.49424 -0.45980
S 2.55600 -0.82470 0.45880
H -1.80178 1.69192 1.58707
H -0.92292 2.18056 0.08989
H 0.06972 -1.46482 1.03951
H 1.27049 -0.36989 -1.43842
H -0.83588 -2.44994 -1.05414
H -2.13305 -1.41579 -1.05431
H -2.31171 -2.48531 0.10301
H 1.03712 2.13942 -0.82781
H 2.12429 1.87357 0.43454
H 2.45874 -0.02499 1.62281
*
```

Results of the Mulliken charge analysis, in e, for atoms 1 through 2: 0.44 -0.84


Below is a gas-phase ion, C5H10NS4 (charge +1) in a non-equilibrium geometry, with properties calculated with ωB97M-V/def2-TZVPD.

For the frontier orbital gap (alpha / beta), the calculation gives 7.39 / 6.37 eV. As for the HOMO energy (alpha / beta): -11.63 / -10.97 eV. The value obtained for the LUMO energy (alpha / beta) is -4.23 / -4.60 eV. The relative energy (zero: lowest compared OMol25 entry of this formula, charge and spin) comes out at 251.7 kJ/mol.

The geometry in ORCA input format:
```
! wB97M-V def2-TZVPD RIJCOSX def2/J DEFGRID3
* xyz 1 1
C -0.31180 -0.95394 0.87759
C -1.08331 -0.14909 -0.22766
C 1.12302 -1.30700 0.39068
C 1.10223 1.16001 -0.57279
C 1.35284 2.46565 0.04811
N -0.20034 0.78722 -1.10150
S 2.13363 -0.12793 -0.21943
S -1.36706 -2.40882 1.18786
S -2.63629 0.69615 0.34692
S 1.70082 -2.97987 0.43640
H -0.33791 -0.29223 1.81431
H -1.36611 -0.93739 -0.85660
H 2.31142 2.84927 -0.30843
H 1.70842 2.22625 1.03570
H 0.70809 3.23405 -0.05238
H -0.19939 0.36383 -2.03441
H -0.82300 1.58346 -1.16416
H -1.10178 -2.90657 -0.00332
H -3.30501 -0.01875 -0.67523
H 0.59153 -3.28429 1.07831
*
```

Results of the Mulliken charge analysis, in e, for atoms 1 through 2: -0.46 -0.74


Below is 2 unconnected molecules or ions with the total composition C5H10O in a non-equilibrium geometry, with properties calculated with ωB97M-V/def2-TZVPD.

For the frontier orbital gap (alpha / beta), the calculation gives 3.18 / 7.17 eV. As for the HOMO energy (alpha / beta): 0.87 / -3.27 eV. The value obtained for the LUMO energy (alpha / beta) is 4.05 / 3.90 eV. As for the expectation value of S²: 0.7629. The relative energy (zero: lowest compared OMol25 entry of this formula, charge and spin) comes out at 132.6 kJ/mol.

The geometry in ORCA input format:
```
! wB97M-V def2-TZVPD RIJCOSX def2/J DEFGRID3
* xyz -1 2
C 0.80483 2.43062 1.08563
C -0.10884 1.60849 0.52373
C 0.19466 0.16326 0.37397
C -0.76847 -0.70438 0.82368
C -0.59457 -2.17882 0.63122
H 0.59356 3.45499 1.41217
H 1.69436 2.08159 1.59813
H -0.97176 1.85442 -0.08558
H 1.15615 -0.17031 -0.01114
H -1.70445 -0.33615 1.21374
H 0.33600 -2.55677 0.19797
H -1.39747 -2.63060 0.00506
H -0.64408 -2.78569 1.54981
H 0.32469 -0.89976 -1.75956
H -0.34754 -0.76341 -3.17459
O 0.48089 -0.63665 -2.68821
*
```

Results of the Mulliken charge analysis, in e, for atoms 1 through 2: -0.96 -0.34


Below is a molecular structure, C5H10O in a non-equilibrium geometry, with properties calculated with ωB97M-V/def2-TZVPD.

For the frontier orbital gap, the calculation gives 9.33 eV. As for the HOMO energy: -8.62 eV. The value obtained for the LUMO energy is 0.72 eV. The relative energy (zero: lowest compared OMol25 entry of this formula, charge and spin) comes out at 282.4 kJ/mol.

The geometry in ORCA input format:
```
! wB97M-V def2-TZVPD RIJCOSX def2/J DEFGRID3
* xyz 0 1
C -1.25636 0.13520 -0.97768
C -0.42967 -0.36656 0.22698
C -1.03950 0.07202 1.56592
C 1.02226 0.00538 0.08022
O 1.68679 0.55549 1.05685
C 1.90839 -0.21883 -1.01588
H -0.84665 -0.23212 -1.92696
H -1.26383 1.23355 -1.00897
H -2.29577 -0.20978 -0.88885
H -0.43066 -1.47215 0.17872
H -1.08268 1.16750 1.62654
H -0.44896 -0.29174 2.41477
H -2.06303 -0.31639 1.65730
H 1.69624 -0.99848 -1.75551
H 2.21880 0.71930 -1.49485
H 2.62462 0.21761 0.26140
*
```

Results of the Mulliken charge analysis, in e, for atoms 1 through 2: -1.33 0.70


Below is C5H10O in the gas phase, with properties calculated with ωB97M-V/def2-TZVPD.

For the frontier orbital gap, the calculation gives 8.96 eV. As for the HOMO energy: -8.47 eV. The value obtained for the LUMO energy is 0.49 eV. The relative energy (zero: lowest compared OMol25 entry of this formula, charge and spin) comes out at 418.3 kJ/mol.

The geometry in ORCA input format:
```
! wB97M-V def2-TZVPD RIJCOSX def2/J DEFGRID3
* xyz 0 1
C -0.04843 2.77353 -0.43819
O -0.74468 1.55661 -0.39194
C -0.06298 0.58433 0.34393
C -0.86215 -0.61110 0.63461
C 0.01904 -1.78671 0.79273
C -0.04352 -2.20784 -0.70979
H 0.96526 2.65365 -0.85494
H -0.61792 3.44701 -1.08222
H 0.04147 3.22167 0.56427
H 0.96042 0.42854 -0.06262
H 0.08935 0.90588 1.40707
H -1.00925 -1.91977 -1.14821
H -0.40940 -2.57237 1.42152
H 1.07267 -1.61591 1.07207
H 0.74831 -1.71272 -1.27918
H 0.05608 -3.29179 -0.80197
*
```

Results of the Mulliken charge analysis, in e, for atoms 1 through 2: -0.69 -0.24


Below is a molecular structure, C5H10O in a non-equilibrium geometry, with properties calculated with ωB97M-V/def2-TZVPD.

For the frontier orbital gap, the calculation gives 10.87 eV. As for the HOMO energy: -10.04 eV. The value obtained for the LUMO energy is 0.82 eV. The relative energy (zero: lowest compared OMol25 entry of this formula, charge and spin) comes out at 349.6 kJ/mol.

The geometry in ORCA input format:
```
! wB97M-V def2-TZVPD RIJCOSX def2/J DEFGRID3
* xyz 0 1
C 0.13837 -1.56465 0.61602
C 0.09943 -0.16387 0.05087
C -0.81195 0.75070 0.79598
O -2.18234 0.52564 0.63308
C 0.23379 0.04420 -1.42662
C 1.33780 0.47823 -0.49618
H 0.83822 -2.18494 0.04803
H 0.46375 -1.55712 1.66333
H -0.85555 -2.02217 0.56630
H -0.65222 1.89182 0.25758
H -0.52687 0.95537 1.82930
H -1.80597 1.48518 0.24449
H -0.37203 0.81304 -1.90169
H 0.39792 -0.83400 -2.04574
H 2.25729 -0.09636 -0.47209
H 1.47076 1.54779 -0.33964
*
```

Results of the Mulliken charge analysis, in e, for atoms 1 through 2: -1.54 1.33


Below is C5H10O in the gas phase, with properties calculated with ωB97M-V/def2-TZVPD.

The SMILES is C=COCCC. For the frontier orbital gap, the calculation gives 10.25 eV. As for the HOMO energy: -9.11 eV. The value obtained for the LUMO energy is 1.14 eV. The relative energy (zero: lowest compared OMol25 entry of this formula, charge and spin) comes out at 136.5 kJ/mol.

The geometry in ORCA input format:
```
! wB97M-V def2-TZVPD RIJCOSX def2/J DEFGRID3
* xyz 0 1
C 1.95966 -1.36162 0.38520
C 2.29361 -0.12917 0.02945
O 1.46556 0.72497 -0.63556
C 0.15062 0.91669 -0.10825
C -0.90726 -0.19645 -0.21603
C -2.30437 0.42545 -0.11877
H 1.01003 -1.76556 0.07017
H 2.62115 -1.98459 0.96918
H 3.28561 0.28644 0.20262
H -0.21147 1.77556 -0.67929
H 0.24019 1.21068 0.94724
H -0.79590 -0.92749 0.59363
H -0.80685 -0.74307 -1.16126
H -3.08881 -0.33695 -0.16082
H -2.43224 0.97467 0.82252
H -2.47952 1.13042 -0.94002
*
```

Results of the Mulliken charge analysis, in e, for atoms 1 through 2: -0.61 -0.10


Below is 2 unconnected molecules or ions with the total composition C5H10O in a non-equilibrium geometry, with properties calculated with ωB97M-V/def2-TZVPD.

For the frontier orbital gap (alpha / beta), the calculation gives 7.13 / 8.22 eV. As for the HOMO energy (alpha / beta): -6.62 / -7.49 eV. The value obtained for the LUMO energy (alpha / beta) is 0.50 / 0.73 eV. The relative energy (zero: lowest compared OMol25 entry of this formula, charge and spin) comes out at 537.3 kJ/mol.

The geometry in ORCA input format:
```
! wB97M-V def2-TZVPD RIJCOSX def2/J DEFGRID3
* xyz 0 1
O 2.55476 -0.27153 0.25970
C 1.31913 0.18069 0.54474
C 0.35583 0.25849 -0.47133
C -0.86687 -0.68076 -0.11146
C -1.91198 0.40798 -0.27134
C -0.73834 1.37375 -0.25104
H 3.08616 -0.33574 1.06230
H 1.13019 -2.66117 0.12720
H 1.08523 0.39461 1.58506
H 0.76211 0.16546 -1.48243
H -0.80834 -1.23525 0.82941
H 0.49932 -2.46372 -0.22616
H -2.41147 0.34676 -1.24789
H -2.67110 0.56330 0.50108
H -0.61389 1.83878 0.72987
H -0.68039 2.14550 -1.02432
*
```

Results of the Mulliken charge analysis, in e, for atoms 1 through 2: -0.44 -0.58


Below is C5H10O in the gas phase, with properties calculated with ωB97M-V/def2-TZVPD.

The SMILES is CC[C@H]1O[C@H]1C. For the frontier orbital gap, the calculation gives 11.10 eV. As for the HOMO energy: -9.98 eV. The value obtained for the LUMO energy is 1.12 eV. The relative energy (zero: lowest compared OMol25 entry of this formula, charge and spin) comes out at 119.7 kJ/mol.

The geometry in ORCA input format:
```
! wB97M-V def2-TZVPD RIJCOSX def2/J DEFGRID3
* xyz 0 1
C -1.65258 0.15386 -0.97680
C -1.21818 -0.61052 0.27824
C -0.25964 0.27973 1.02384
O 0.82114 -0.18550 1.81383
C 1.12105 0.54140 0.61562
C 1.97051 -0.24281 -0.34777
H -1.92693 1.18659 -0.72540
H -2.51072 -0.30835 -1.47149
H -0.82711 0.20651 -1.69601
H -2.08402 -0.82748 0.91588
H -0.75638 -1.56844 0.01856
H -0.75944 1.12481 1.50541
H 1.43874 1.57885 0.74268
H 1.67051 -1.29332 -0.36593
H 2.99694 -0.19823 0.03406
H 1.97611 0.16289 -1.36473
*
```

Results of the Mulliken charge analysis, in e, for atoms 1 through 2: -1.04 -0.45


Below is C5H10O in the gas phase in a non-equilibrium geometry, with properties calculated with ωB97M-V/def2-TZVPD.

The SMILES is CCC[C@H]1CO1. For the frontier orbital gap, the calculation gives 10.54 eV. As for the HOMO energy: -9.32 eV. The value obtained for the LUMO energy is 1.22 eV. The relative energy (zero: lowest compared OMol25 entry of this formula, charge and spin) comes out at 273.9 kJ/mol.

The geometry in ORCA input format:
```
! wB97M-V def2-TZVPD RIJCOSX def2/J DEFGRID3
* xyz 0 1
C 1.59433 -0.04834 -1.38788
C 1.43072 -0.11274 0.11282
C 0.06884 -0.63553 0.48091
C -1.01904 0.51877 0.17477
C -2.38408 0.26264 0.63917
O -1.38619 0.56644 1.57170
H 0.78356 0.53826 -1.83834
H 1.54072 -1.05993 -1.80514
H 2.55048 0.40044 -1.65702
H 1.52870 0.88474 0.56971
H 2.20973 -0.72711 0.57715
H 0.14156 -0.92570 1.56177
H -0.25413 -1.54674 -0.02020
H -0.91011 1.54516 -0.26439
H -3.09211 1.07792 0.72140
H -2.80299 -0.73826 0.56358
*
```

Results of the Mulliken charge analysis, in e, for atoms 1 through 2: -1.09 -0.41